(1)
Below is a 5-piece molecular cluster, C41H83FN3O8P overall at a distorted geometry, with properties calculated with the ωB97M-V functional and the def2-TZVPD basis.

CARTESIAN COORDINATES (ANGSTROEM)
C (-0.06, 0.92, -9.11)
C (-1.04, 1.29, -0.94)
H (-1.12, 3.19, -3.04)
H (3.06, -7.46, 3.74)
N (-1.65, -0.08, -1.09)
H (-1.81, -2.49, -0.89)
H (6.05, -2.25, 0.04)
C (-1.71, -3.58, -0.78)
H (-1.52, -0.65, -0.27)
H (-7.57, -4.05, 0.60)
H (1.66, -2.29, -2.59)
H (2.42, -6.64, 1.21)
H (1.17, 2.84, -0.43)
H (-1.62, 6.94, 3.30)
C (2.12, -7.55, 3.20)
H (2.41, -1.68, -0.29)
N (-0.22, 1.50, -2.11)
H (-8.57, -2.37, 2.06)
C (-0.27, 7.86, 1.89)
H (-3.95, 0.43, 3.50)
H (-2.89, -3.60, 3.29)
C (0.76, 0.46, 0.79)
C (0.91, -7.34, 4.11)
H (-2.44, -1.87, 2.92)
C (-2.20, -1.20, 2.09)
H (2.08, -8.53, 2.73)
H (3.64, 2.10, 1.77)
H (0.14, 9.24, 4.25)
H (1.99, -0.35, -1.35)
H (-6.17, -1.34, 2.90)
C (4.95, 3.54, 0.78)
H (-6.47, -3.09, 3.00)
H (-1.15, -1.14, -6.76)
H (-3.03, -1.11, 1.40)
C (1.90, -6.46, 2.15)
H (-1.80, 1.96, -8.32)
C (-1.15, 7.91, 3.13)
H (1.02, 1.05, -9.02)
H (8.30, -0.21, 0.14)
H (0.71, 1.81, -1.88)
H (-2.63, -0.03, -1.34)
C (-2.15, -4.24, 2.81)
H (1.12, -6.60, 4.88)
C (-0.78, 2.17, -3.27)
H (-1.19, -3.73, 2.88)
H (-0.45, 7.89, 5.22)
H (-3.23, 2.02, 3.61)
H (-2.63, -4.08, -1.09)
H (5.59, 0.14, 0.55)
H (-0.36, 1.21, -10.11)
H (2.03, 7.77, 4.05)
O (0.63, -3.34, -1.14)
H (-2.14, 1.81, -4.91)
O (-2.73, 3.12, -1.26)
H (0.55, -0.65, -6.82)
N (-2.73, 1.77, 0.65)
H (2.83, 4.42, 2.31)
H (-0.13, 8.86, 1.47)
H (-1.64, 0.33, -4.03)
C (1.12, 3.30, 1.66)
H (-7.79, -1.06, 1.15)
H (7.78, 1.89, -0.10)
H (2.43, 4.64, 0.60)
O (0.58, -0.79, 0.14)
P (-1.59, 0.37, 2.82)
H (0.04, 2.30, -3.99)
C (6.25, 0.39, -0.28)
H (1.76, 0.84, 0.56)
H (6.93, 3.21, 1.51)
H (7.74, -2.74, -0.17)
H (-3.37, -3.83, 1.07)
H (-2.80, 1.45, -3.35)
C (6.69, 1.87, -0.16)
O (1.00, 7.36, 2.31)
H (-0.01, -5.50, 1.71)
C (6.13, 2.60, 1.08)
H (1.00, 6.32, 4.09)
H (-0.67, 7.21, 1.11)
C (-0.53, -3.97, -1.65)
C (1.56, -1.18, -0.78)
H (7.20, -1.94, 1.32)
C (-7.68, -2.09, 1.50)
H (0.07, -7.21, 1.26)
F (-1.42, 2.83, 2.15)
H (2.23, -5.49, 2.54)
C (-7.39, -3.01, 0.31)
H (-2.07, -5.20, 3.30)
C (-1.88, 1.38, -3.95)
H (-7.98, -2.79, -0.57)
H (-2.59, -5.46, 1.04)
H (-1.36, -1.66, 1.55)
C (-0.46, -0.51, -8.74)
H (0.76, 0.26, 1.86)
O (-0.81, 0.89, -6.86)
H (5.02, 4.40, 1.45)
C (-0.32, 1.51, 0.43)
C (-0.12, 8.18, 4.23)
C (3.57, 2.89, 1.02)
H (0.04, -1.62, -2.16)
O (-0.14, -6.85, 3.28)
H (0.53, 4.11, 2.10)
H (3.28, 2.38, 0.09)
C (2.50, 3.91, 1.41)
C (-0.45, -0.44, -7.22)
H (-0.27, 3.67, 0.06)
O (-5.35, -2.48, 1.38)
H (7.68, -0.75, -1.41)
C (-5.90, -2.78, 0.10)
C (-3.04, 0.96, 3.78)
C (0.39, -6.47, 2.00)
H (5.86, 1.88, 1.85)
H (-0.26, 2.66, -7.78)
C (-0.77, 1.72, -8.03)
C (-2.49, -4.41, 1.33)
H (-1.93, 8.66, 3.07)
C (-6.41, -2.24, 2.32)
H (0.22, -1.26, -9.13)
H (-0.36, -5.05, -1.64)
C (-1.52, 1.62, 1.43)
H (-5.39, -3.65, -0.32)
O (-1.40, -3.83, 0.58)
H (-0.72, -3.68, -2.68)
H (6.43, 2.43, -1.06)
C (-2.27, 2.18, -0.67)
H (1.16, 2.52, 2.42)
H (-5.73, -1.92, -0.57)
C (7.42, -0.60, -0.36)
C (0.41, 2.88, 0.36)
C (1.07, 7.36, 3.74)
H (-2.87, 0.81, 4.84)
H (-1.46, -0.72, -9.10)
H (-3.34, 0.97, 0.68)
C (0.93, -2.12, -1.79)
H (5.67, 0.30, -1.20)
C (7.08, -1.97, 0.24)
H (0.58, -8.26, 4.59)
H (5.01, 3.88, -0.25)

The largest force on an atom comes out at 0.0259 hartree/bohr. Its spin multiplicity is 1. The total energy is -76715.8349 eV. As for the SMILES: CCCCCCCCCC[C@@]1(COCCOCCOCC)[C@](F)(P(C)C)NC(=O)[C@@]1(N)NCC.C1CCOC1.C1CCOC1.C1CCOC1.C1CCOC1.

***

(2)
Below is a 2-piece molecular cluster, C4H9NO overall at a distorted geometry, with properties calculated with the ωB97M-V functional and the def2-TZVPD basis.

CARTESIAN COORDINATES (ANGSTROEM)
C (-0.24, 0.26, -0.24)
H (-1.29, -4.93, -1.99)
N (-0.73, -1.05, -0.38)
H (1.55, 3.99, 1.63)
H (-0.46, 0.78, -1.17)
H (0.17, 3.03, 0.00)
H (-1.67, -1.20, -0.70)
H (1.77, 2.42, 2.48)
C (0.34, 0.90, 0.78)
C (1.36, 2.93, 1.61)
C (0.59, 2.33, 0.70)
H (-0.63, -1.54, 0.50)
H (-0.19, -3.87, -2.25)
O (-0.93, -4.33, -2.64)
H (0.36, 0.28, 1.68)

As for the relative energy (zero: lowest compared OMol25 entry of this formula, charge and spin): 222.5 kJ/mol. The largest force on an atom comes out at 0.0420 hartree/bohr. Its spin multiplicity is 1. The total energy is -7830.0143 eV. As for the SMILES: C=C/C=C/N.O.

***

(3)
Below is a 4-piece molecular cluster, C4H7ClNO2 overall at a distorted geometry, with properties calculated with the ωB97M-V functional and the def2-TZVPD basis.

CARTESIAN COORDINATES (ANGSTROEM)
H (-1.00, 0.18, -1.37)
H (0.08, -3.63, 0.58)
C (-1.70, -0.60, -1.04)
H (-2.00, -1.30, -1.88)
O (1.27, 3.56, 1.38)
H (0.78, -0.16, -0.09)
O (2.93, 3.72, -0.21)
C (2.02, 3.56, 0.48)
N (-0.85, -3.56, 0.30)
C (-0.76, -1.34, -0.14)
H (0.81, -1.46, 1.24)
Cl (0.98, 1.76, -0.86)
H (-0.31, 0.08, 1.25)
H (-2.42, -0.05, -0.40)
C (0.17, -0.77, 0.74)

The charge is -1. As for the relative energy (zero: lowest compared OMol25 entry of this formula, charge and spin): 603.1 kJ/mol. The largest force on an atom comes out at 0.0890 hartree/bohr. Its spin multiplicity is 1. The total energy is -22364.8943 eV.

***

(4)
Below is C3H7OSn as an isolated structure at a distorted geometry, with properties calculated with the ωB97M-V functional and the def2-TZVPD basis.

CARTESIAN COORDINATES (ANGSTROEM)
C (11.86, -14.09, -30.15)
H (12.38, -14.66, -30.92)
H (10.90, -13.74, -30.52)
H (11.55, -14.85, -29.42)
H (13.63, -13.40, -29.13)
H (13.72, -12.61, -31.29)
H (12.28, -11.55, -31.18)
C (12.72, -12.95, -29.52)
C (13.11, -11.99, -30.63)
O (11.99, -12.38, -28.45)
Sn (10.63, -14.11, -27.48)
H (13.68, -11.14, -30.24)

The charge is +1. As for the relative energy (zero: lowest compared OMol25 entry of this formula, charge and spin): 0.0 kJ/mol. The largest force on an atom comes out at 0.0805 hartree/bohr. Its spin multiplicity is 1. The total energy is -11093.9580 eV.

***

(5)
Below is one molecule with the formula C5H10O2, with properties calculated with the ωB97M-V functional and the def2-TZVPD basis.

CARTESIAN COORDINATES (ANGSTROEM)
O (0.91, -0.23, 0.57)
H (-1.21, 0.20, -1.98)
H (-0.14, 1.17, 1.30)
C (-1.90, -0.63, -0.07)
C (-0.91, 0.08, -0.94)
H (2.45, -0.39, 1.85)
H (0.90, -1.09, -1.31)
H (-1.53, -1.31, 0.70)
H (2.65, -1.32, 0.34)
C (2.29, -0.38, 0.77)
H (-2.82, -0.98, -0.55)
C (-1.65, 0.89, 0.09)
C (0.57, -0.16, -0.81)
H (1.09, 0.68, -1.29)
H (2.85, 0.46, 0.33)
O (-1.06, 1.48, 1.21)
H (-2.46, 1.55, -0.20)

As for the relative energy (zero: lowest compared OMol25 entry of this formula, charge and spin): 255.8 kJ/mol. The largest force on an atom comes out at 0.0157 hartree/bohr. Its spin multiplicity is 1. The total energy is -9440.3921 eV. As for the SMILES: COC[C@H]1C[C@H]1O.

***

(6)
Below is a 2-piece molecular cluster, C42H44BN3O7 overall at a distorted geometry, with properties calculated with the ωB97M-V functional and the def2-TZVPD basis.

CARTESIAN COORDINATES (ANGSTROEM)
C (-1.07, 3.26, -3.40)
H (0.05, 1.41, 4.30)
O (7.08, -3.72, -1.94)
H (4.12, -3.97, 0.80)
C (5.16, -2.48, -2.39)
H (2.25, -5.70, 2.98)
C (-1.24, -0.78, 2.47)
N (0.18, 3.45, -5.36)
H (2.81, 1.89, -3.89)
H (-1.30, -1.50, 0.42)
H (-0.39, 1.79, -1.44)
H (2.76, -1.49, 7.58)
C (1.97, -4.66, 2.83)
C (-4.77, 3.31, -3.49)
C (0.80, -0.63, 4.19)
C (0.72, 0.65, 4.67)
B (-0.08, -1.50, 3.24)
H (1.16, -0.47, -0.30)
H (4.74, -4.39, 2.38)
C (-1.81, -0.99, 1.24)
C (4.13, -3.66, 1.85)
H (-5.31, 0.76, 2.65)
C (-4.22, -4.11, 4.59)
C (0.71, -4.06, 3.13)
C (1.18, 0.52, -2.28)
H (-3.98, -5.09, 4.15)
C (2.70, -1.25, -1.68)
C (2.31, 2.58, -4.57)
N (0.08, 2.36, -3.38)
O (-1.75, 4.72, -5.27)
H (-4.76, -4.30, 5.53)
H (0.92, 1.05, -6.43)
H (5.55, -2.59, -0.27)
H (-0.15, -4.57, 3.55)
C (-3.53, 3.47, -2.85)
C (-5.81, 4.20, -3.22)
C (-3.04, -3.32, 4.88)
C (0.80, 2.31, -4.68)
C (2.78, -3.65, 2.37)
H (3.93, -0.23, 7.16)
H (-0.63, -1.57, 6.28)
H (-4.22, 1.35, 3.93)
H (4.59, -2.13, -4.44)
H (1.58, 4.08, -6.79)
H (2.76, 2.49, -5.57)
O (1.82, -1.28, 4.86)
H (-4.83, -0.33, 3.96)
H (0.86, 0.13, -4.91)
H (1.86, 1.67, 6.32)
C (-3.36, 4.44, -1.86)
C (-4.39, 5.36, -1.62)
C (-4.48, 0.49, 3.31)
O (-2.13, -0.04, 3.23)
C (4.29, -2.03, -3.40)
C (-0.97, 3.91, -4.77)
H (-2.31, 1.76, -2.45)
C (4.82, -2.31, -1.03)
C (-1.19, -2.20, 4.25)
H (-2.43, 4.49, -1.30)
O (6.62, -3.15, -4.01)
C (2.32, -0.44, 5.82)
C (-3.15, -0.47, 1.28)
C (0.26, 1.56, -2.29)
N (6.35, -3.16, -2.79)
H (4.61, -2.68, 1.93)
C (1.57, -0.42, -1.32)
H (1.75, 0.49, -3.21)
C (-1.30, -2.10, 5.62)
H (-6.76, 4.08, -3.73)
O (-2.27, -2.92, 3.80)
H (2.46, 3.60, -4.20)
H (-0.92, 4.04, -2.63)
C (0.52, 3.83, -6.72)
C (0.48, 1.01, -5.43)
C (-5.61, 5.25, -2.30)
C (3.07, -1.49, -3.05)
H (3.31, -1.69, 0.35)
H (-2.84, -2.92, 7.04)
H (0.32, 3.03, -7.44)
H (2.38, -1.24, -3.86)
C (1.70, 0.79, 5.71)
H (-4.89, 2.49, -4.21)
C (-2.47, -2.82, 6.03)
C (0.81, -2.72, 2.85)
C (3.29, -1.01, 6.74)
H (-4.91, -3.57, 3.92)
C (-2.41, 2.53, -3.22)
O (2.07, -2.47, 2.34)
H (-6.40, 5.97, -2.13)
C (-3.33, 0.04, 2.55)
C (3.59, -1.78, -0.70)
H (-0.07, 4.71, -6.99)
H (-2.66, 2.00, -4.16)
H (-3.89, -0.57, 0.49)
H (-4.24, 6.15, -0.89)
H (-0.61, 0.91, -5.53)
H (3.91, -1.76, 6.24)

As for the relative energy (zero: lowest compared OMol25 entry of this formula, charge and spin): 0.0 kJ/mol. The largest force on an atom comes out at 0.0756 hartree/bohr. Its spin multiplicity is 1. The total energy is -63739.3834 eV.